No. 1
The following is a DFT calculation (wB97M-V/def2-TZVPD) of a structure of composition C62H57MoN3O2P2S2SiTe in a non-equilibrium geometry.

```
131
Properties=species:S:1:pos:R:3:lowdin_charge:R:1
Mo 0.053 -0.175 -1.149 1.27
C -1.763 2.036 -4.629 0.02
C -1.103 0.957 -3.833 -0.21
N -0.906 1.121 -2.562 -0.11
N -1.313 2.374 -2.063 -0.02
C -0.606 2.798 -1.087 -1.02
S 0.786 1.911 -0.401 0.59
S -0.909 4.331 -0.329 0.93
C -2.102 5.046 -1.481 -0.40
C -1.635 5.286 -2.903 -0.30
C -2.618 5.503 -3.864 -0.05
C -2.277 5.735 -5.189 -0.07
C -0.941 5.744 -5.571 -0.08
C 0.043 5.534 -4.616 -0.08
C -0.302 5.309 -3.287 -0.07
C -0.593 -0.256 -4.487 -0.11
C -1.096 -0.685 -5.722 -0.01
C -0.534 -1.756 -6.384 -0.05
C 0.582 -2.397 -5.847 -0.04
C 1.110 -1.991 -4.636 0.01
C 0.494 -0.956 -3.953 -0.28
O 0.941 -0.629 -2.709 -0.32
H -1.208 2.969 -4.517 0.08
H -2.763 2.225 -4.234 0.10
H -1.820 1.785 -5.682 0.08
H -2.374 5.986 -0.996 0.09
H -2.981 4.402 -1.480 0.08
H -3.664 5.496 -3.573 0.12
H -3.054 5.908 -5.923 0.11
H -0.671 5.919 -6.605 0.11
H 1.088 5.549 -4.902 0.11
H 0.480 5.163 -2.551 0.09
H -1.960 -0.191 -6.147 0.12
H -0.952 -2.088 -7.324 0.12
H 1.034 -3.228 -6.374 0.12
H 1.976 -2.469 -4.196 0.12
Te 4.854 -0.757 1.554 1.46
C 4.927 -0.521 3.636 -0.56
C 6.029 0.101 4.199 -0.12
C 6.091 0.191 5.586 -0.12
N 5.150 -0.284 6.401 0.09
C 4.102 -0.888 5.840 -0.13
C 3.944 -1.034 4.470 -0.14
C 2.766 -0.581 1.450 -0.85
P 1.935 -1.443 0.021 0.90
C 3.329 -1.379 -1.178 -0.45
C 3.936 -2.546 -1.634 -0.09
C 4.994 -2.475 -2.532 -0.05
C 5.446 -1.244 -2.983 -0.05
C 4.840 -0.075 -2.535 -0.06
C 3.790 -0.142 -1.636 -0.16
C 1.810 -3.209 0.391 -0.41
C 2.520 -3.879 1.383 -0.09
C 2.425 -5.261 1.485 -0.06
C 1.633 -5.978 0.597 -0.05
C 0.908 -5.312 -0.384 -0.05
C 0.990 -3.933 -0.477 -0.12
P 2.053 0.790 2.069 0.94
C 3.052 1.976 2.919 -0.37
C 3.998 2.707 2.190 -0.10
C 4.825 3.595 2.850 -0.05
C 4.706 3.755 4.229 -0.04
C 3.750 3.048 4.947 -0.04
C 2.909 2.160 4.295 -0.06
C 0.518 0.599 2.935 -0.37
C -0.346 1.699 3.017 -0.08
C -1.426 1.652 3.875 -0.05
C -1.664 0.509 4.632 -0.03
C -0.823 -0.589 4.539 -0.04
C 0.284 -0.544 3.702 -0.08
H 6.824 0.520 3.594 0.10
H 6.937 0.674 6.061 0.12
H 3.353 -1.283 6.520 0.12
H 3.071 -1.540 4.078 0.07
H 3.590 -3.514 -1.295 0.11
H 5.470 -3.387 -2.870 0.12
H 6.270 -1.193 -3.683 0.12
H 5.187 0.888 -2.888 0.12
H 3.329 0.777 -1.293 0.07
H 3.154 -3.342 2.075 0.07
H 2.980 -5.779 2.257 0.12
H 1.575 -7.056 0.673 0.12
H 0.277 -5.866 -1.066 0.12
H 0.411 -3.415 -1.235 0.10
H 4.074 2.586 1.116 0.10
H 5.557 4.168 2.297 0.12
H 5.360 4.445 4.746 0.12
H 3.657 3.190 6.015 0.12
H 2.161 1.610 4.853 0.12
H -0.163 2.585 2.421 0.09
H -2.084 2.506 3.961 0.11
H -2.512 0.480 5.305 0.12
H -1.017 -1.478 5.124 0.12
H 0.975 -1.376 3.666 0.09
C -4.117 0.285 -1.922 -0.08
C -3.868 -1.143 -1.404 -0.59
C -5.241 -1.830 -1.282 -0.07
C -2.998 -1.941 -2.387 -0.07
Si -2.994 -1.040 0.248 0.64
O -1.418 -0.356 -0.138 -0.47
C -3.756 0.174 1.392 -0.23
C -4.578 -0.261 2.436 -0.07
C -5.224 0.657 3.256 -0.07
C -5.054 2.018 3.042 -0.07
C -4.232 2.466 2.012 -0.08
C -3.588 1.550 1.195 -0.10
C -2.714 -2.692 1.041 -0.22
C -3.742 -3.642 1.155 -0.08
C -3.527 -4.861 1.781 -0.06
C -2.287 -5.148 2.337 -0.06
C -1.264 -4.217 2.252 -0.08
C -1.479 -3.012 1.596 -0.11
H -4.551 0.235 -2.926 0.10
H -3.214 0.896 -1.971 0.04
H -4.827 0.812 -1.282 0.09
H -5.813 -1.654 -2.199 0.10
H -5.833 -1.431 -0.452 0.09
H -5.156 -2.908 -1.161 0.07
H -3.383 -1.852 -3.407 0.10
H -2.977 -3.002 -2.126 0.09
H -1.956 -1.597 -2.424 0.04
H -4.718 -1.323 2.613 0.10
H -5.861 0.310 4.060 0.11
H -5.563 2.732 3.676 0.11
H -4.097 3.529 1.849 0.11
H -2.949 1.914 0.395 0.08
H -4.732 -3.428 0.777 0.09
H -4.330 -5.584 1.843 0.11
H -2.121 -6.095 2.837 0.11
H -0.297 -4.433 2.689 0.10
H -0.668 -2.304 1.517 0.06
```

Properties
Multiplicity: 1
Energy in a.u.: -4815.966683
Relative energy (zero: lowest compared OMol25 entry of this formula, charge and spin) in kJ/mol: 0.00
M in g/mol: 1253.865
Charge: +2
HOMO in eV: -12.66

No. 2
The following is a DFT calculation (wB97M-V/def2-TZVPD) of a structure of composition CHO3Sm in a non-equilibrium geometry.

```
6
Properties=species:S:1:pos:R:3:lowdin_charge:R:1
Sm 2.154 0.278 -1.098 1.71
O 0.418 -1.100 -0.379 -0.50
H 0.274 -1.648 0.394 -0.01
O -1.747 0.400 1.061 0.24
C -0.902 0.631 0.282 -0.43
O -0.197 1.438 -0.261 0.00
```

Properties
Multiplicity: 7
Energy in a.u.: -922.152493
Relative energy (zero: lowest compared OMol25 entry of this formula, charge and spin) in kJ/mol: 27.93
M in g/mol: 211.376
Charge: +1
HOMO (alpha / beta) in eV: -13.59 / -14.47

No. 3
The following is a DFT calculation (wB97M-V/def2-TZVPD) of a cluster of 2 separate species, CH12OSi4 in total in a non-equilibrium geometry.

```
18
Properties=species:S:1:pos:R:3:nbo_charge:R:1
C 3.847 1.706 -0.111 -0.23
O 2.852 0.838 0.310 -0.91
Si 1.213 1.019 0.169 0.87
Si 1.135 -2.719 -0.306 0.23
Si -4.661 0.265 0.378 0.62
Si 1.241 -1.002 1.255 0.29
H 4.490 1.952 0.738 0.18
H 3.437 2.631 -0.518 0.17
H 4.450 1.219 -0.882 0.18
H 0.935 1.470 -1.220 -0.20
H 0.792 2.215 0.938 -0.20
H -4.204 -0.861 -0.430 -0.16
H 0.091 -3.653 0.158 -0.12
H 0.859 -2.600 -1.751 -0.14
H 2.387 -3.502 -0.281 -0.12
H -4.965 -0.192 1.732 -0.15
H -5.864 0.838 -0.221 -0.15
H -3.614 1.281 0.431 -0.16
```

Properties
Multiplicity: 1
Energy in a.u.: -1278.359648
Relative energy (zero: lowest compared OMol25 entry of this formula, charge and spin) in kJ/mol: 0.00
M in g/mol: 152.450
Charge: 0
HOMO in eV: -8.27

No. 4
The following is a DFT calculation (wB97M-V/def2-TZVPD) of a cluster of 2 separate species, C2H4ClFS in total.

```
9
Properties=species:S:1:pos:R:3:nbo_charge:R:1
S 1.352 -1.381 -0.538 0.11
C 0.224 -0.286 -0.204 -0.30
C -1.171 -0.619 0.237 -0.45
Cl -2.364 0.437 -0.570 -0.04
H 0.441 0.782 -0.258 0.20
H -1.263 -0.445 1.313 0.24
H -1.418 -1.659 0.018 0.24
F 2.241 1.881 -0.334 -0.55
H 1.958 1.289 0.335 0.56
```

Properties
SMILES string: S=CCCl.F
Multiplicity: 1
Energy in a.u.: -1036.813848
Relative energy (zero: lowest compared OMol25 entry of this formula, charge and spin) in kJ/mol: 77.87
M in g/mol: 114.572
Charge: 0
HOMO in eV: -9.47

No. 5
The following is a DFT calculation (wB97M-V/def2-TZVPD) of a structure of composition C66H103N4O29Sr in a non-equilibrium geometry.

```
203
Properties=species:S:1:pos:R:3:lowdin_charge:R:1
Sr 21.953 -2.229 -34.567 1.26
O 9.653 -8.597 -26.472 0.40
H 9.829 -9.433 -26.034 0.19
H 9.493 -7.878 -25.857 0.17
H 10.297 -8.390 -27.154 0.20
C 16.564 -6.511 -27.041 0.04
C 17.362 -5.879 -27.980 -0.38
C 17.133 -6.007 -29.429 -0.38
O 17.912 -5.456 -30.317 -0.05
C 16.068 -6.646 -29.969 0.05
C 15.162 -7.350 -29.032 -0.31
C 15.509 -7.358 -27.499 -0.35
O 14.814 -8.016 -26.680 -0.04
O 14.090 -7.866 -29.440 -0.02
O 18.288 -5.164 -27.467 -0.01
H 16.839 -6.507 -25.996 0.12
H 15.832 -6.865 -31.000 0.11
C 21.060 -3.615 -15.158 -0.13
O 20.187 -2.797 -15.870 -0.17
C 18.869 -3.315 -15.759 -0.20
C 18.569 -4.464 -16.799 -0.25
N 17.163 -4.693 -16.832 -0.07
C 16.788 -5.372 -18.059 -0.19
C 17.558 -6.677 -18.349 -0.27
O 17.252 -7.607 -17.381 -0.16
C 17.944 -8.762 -17.608 -0.14
H 22.092 -3.330 -15.360 0.09
H 20.957 -4.698 -15.223 0.09
H 20.856 -3.224 -14.161 0.09
H 18.188 -2.561 -16.152 0.12
H 18.500 -3.681 -14.801 0.12
H 19.184 -5.274 -16.407 0.10
H 19.008 -4.399 -17.794 0.13
H 16.918 -5.097 -15.940 0.12
H 16.827 -4.602 -18.829 0.12
H 15.744 -5.685 -18.074 0.11
H 18.628 -6.493 -18.246 0.10
H 17.420 -6.945 -19.396 0.13
H 17.657 -9.343 -18.484 0.09
H 17.682 -9.343 -16.724 0.10
H 19.004 -8.553 -17.750 0.09
C 8.302 -10.258 -22.290 -0.12
O 8.382 -8.862 -22.490 -0.18
C 9.199 -8.273 -21.488 -0.26
C 8.973 -6.787 -21.591 -0.20
N 9.817 -6.397 -22.739 -0.07
C 9.748 -4.893 -22.838 -0.18
C 10.322 -4.501 -24.198 -0.20
O 9.564 -5.098 -25.294 -0.21
C 9.586 -4.344 -26.489 -0.12
H 7.376 -10.525 -22.801 0.08
H 8.076 -10.496 -21.251 0.10
H 9.019 -10.852 -22.856 0.08
H 10.235 -8.602 -21.406 0.13
H 8.878 -8.462 -20.464 0.12
H 9.474 -6.340 -20.732 0.12
H 7.911 -6.585 -21.730 0.14
H 10.775 -6.703 -22.645 0.11
H 10.241 -4.457 -21.969 0.12
H 8.722 -4.533 -22.758 0.12
H 11.408 -4.571 -24.261 0.12
H 10.173 -3.423 -24.255 0.11
H 10.441 -4.441 -27.158 0.09
H 9.238 -3.319 -26.357 0.09
H 8.788 -4.805 -27.072 0.08
C 21.825 2.275 -33.280 -0.05
O 22.324 0.957 -32.822 -0.26
C 22.469 0.838 -31.437 -0.27
C 23.676 0.035 -30.969 -0.19
N 23.422 -1.402 -31.152 -0.05
C 24.681 -2.164 -31.002 -0.20
C 24.209 -3.639 -31.080 -0.19
O 23.766 -3.882 -32.439 -0.30
C 23.404 -5.224 -32.674 -0.13
H 21.052 2.630 -32.599 0.09
H 21.237 2.187 -34.193 0.07
H 22.629 2.965 -33.536 0.09
H 21.556 0.385 -31.052 0.12
H 22.452 1.792 -30.911 0.12
H 23.849 0.199 -29.905 0.13
H 24.508 0.552 -31.448 0.13
H 23.049 -1.788 -30.297 0.11
H 25.201 -1.969 -30.064 0.12
H 25.509 -2.078 -31.705 0.12
H 23.494 -3.897 -30.299 0.13
H 25.036 -4.303 -30.828 0.12
H 23.528 -5.357 -33.749 0.07
H 22.422 -5.479 -32.275 0.10
H 24.137 -5.936 -32.294 0.09
C 20.499 -4.162 -38.681 -0.18
O 19.652 -3.673 -37.699 -0.25
C 18.382 -3.340 -38.396 -0.15
C 17.385 -2.608 -37.407 -0.18
N 17.891 -1.278 -36.957 -0.08
C 16.891 -0.728 -36.093 -0.22
C 15.586 -0.250 -36.827 -0.17
O 16.083 0.861 -37.649 -0.22
C 15.046 1.647 -38.272 -0.10
H 20.085 -4.900 -39.368 0.09
H 21.216 -4.837 -38.213 0.08
H 20.964 -3.318 -39.190 0.09
H 18.072 -4.274 -38.865 0.12
H 18.614 -2.689 -39.239 0.11
H 17.215 -3.316 -36.596 0.12
H 16.414 -2.508 -37.893 0.10
H 18.085 -0.707 -37.767 0.10
H 17.457 0.103 -35.673 0.12
H 16.662 -1.514 -35.373 0.12
H 14.974 0.118 -36.004 0.11
H 14.932 -0.877 -37.434 0.11
H 14.611 2.222 -37.454 0.09
H 14.234 1.167 -38.818 0.08
H 15.577 2.239 -39.017 0.09
C 13.479 -10.931 -39.754 -0.03
C 13.893 -12.040 -40.502 0.00
C 14.144 -11.838 -41.896 -0.30
C 14.138 -10.551 -42.399 0.00
C 13.798 -9.458 -41.560 -0.02
C 13.528 -9.666 -40.266 -0.37
O 13.311 -8.572 -39.456 0.04
O 14.342 -12.876 -42.798 0.03
H 13.242 -11.152 -38.723 0.11
H 13.857 -13.025 -40.060 0.11
H 14.518 -10.343 -43.388 0.12
H 13.875 -8.460 -41.965 0.12
H 13.196 -8.894 -38.559 0.09
H 14.553 -13.671 -42.302 0.10
C 27.771 -4.645 -23.451 -0.01
C 26.395 -4.390 -23.411 -0.05
C 25.827 -4.011 -22.237 -0.30
C 26.579 -3.767 -21.092 -0.01
C 27.971 -3.866 -21.173 0.00
C 28.564 -4.462 -22.298 -0.35
O 29.818 -4.876 -22.184 0.06
O 24.410 -3.819 -22.119 0.01
H 28.071 -5.155 -24.354 0.11
H 25.755 -4.671 -24.235 0.11
H 26.108 -3.450 -20.174 0.12
H 28.466 -3.676 -20.232 0.11
H 29.999 -5.706 -22.631 0.12
H 23.992 -4.057 -22.950 0.08
C 5.847 -10.151 -36.290 -0.04
C 7.084 -9.596 -36.041 -0.02
C 7.737 -9.823 -34.837 -0.36
C 7.141 -10.569 -33.790 -0.01
C 5.913 -11.190 -34.075 0.01
C 5.295 -10.972 -35.363 -0.32
O 4.185 -11.728 -35.691 0.02
O 8.990 -9.393 -34.705 0.05
H 5.418 -9.971 -37.265 0.12
H 7.613 -8.949 -36.725 0.12
H 7.659 -10.874 -32.893 0.10
H 5.372 -11.821 -33.385 0.11
H 4.324 -12.236 -36.494 0.10
H 9.214 -9.260 -33.781 0.11
C 15.915 -18.321 -26.470 0.00
C 16.206 -17.265 -25.656 -0.02
C 15.781 -15.968 -26.031 -0.31
C 14.977 -15.724 -27.166 -0.05
C 14.901 -16.668 -28.098 -0.05
C 15.346 -17.951 -27.707 -0.30
O 15.088 -18.861 -28.671 0.04
O 15.982 -15.062 -25.042 0.02
H 16.326 -19.295 -26.252 0.12
H 16.775 -17.439 -24.755 0.12
H 14.602 -14.715 -27.258 0.11
H 14.337 -16.448 -28.991 0.12
H 14.878 -18.372 -29.470 0.09
H 15.476 -14.247 -25.047 0.10
C 15.618 1.476 -21.717 -0.01
C 16.149 0.997 -22.916 -0.03
C 15.920 1.737 -24.042 -0.29
C 15.043 2.798 -23.980 -0.04
C 14.369 3.185 -22.879 -0.02
C 14.670 2.505 -21.713 -0.34
O 14.210 2.983 -20.536 0.05
O 16.792 1.594 -25.165 0.01
H 15.957 1.139 -20.749 0.11
H 16.886 0.210 -22.967 0.12
H 14.800 3.361 -24.869 0.12
H 13.646 3.987 -22.878 0.13
H 14.224 2.274 -19.890 0.10
H 17.123 0.693 -25.177 0.09
C 19.882 -12.796 -32.316 -0.16
C 18.509 -12.313 -32.754 -0.10
O 18.145 -13.480 -33.519 0.06
C 18.788 -14.573 -33.003 -0.50
O 18.528 -15.748 -33.328 0.11
O 19.852 -14.185 -32.281 0.07
H 20.355 -12.508 -31.377 0.14
H 20.618 -12.520 -33.071 0.13
H 18.305 -11.350 -33.222 0.13
H 17.958 -12.074 -31.844 0.12
C 21.046 -11.223 -25.701 -0.11
C 21.513 -12.630 -25.537 -0.08
O 22.907 -12.284 -25.471 0.07
C 23.190 -11.148 -26.050 -0.67
O 24.281 -10.679 -26.269 0.14
O 22.111 -10.564 -26.427 0.10
H 20.914 -10.664 -24.774 0.14
H 20.113 -11.164 -26.261 0.13
H 21.355 -13.247 -26.422 0.14
H 21.184 -13.000 -24.565 0.14
```

Properties
Multiplicity: 1
Energy in a.u.: -5007.344445
M in g/mol: 1504.169
Charge: +1
HOMO in eV: -6.60

No. 6
The following is a DFT calculation (wB97M-V/def2-TZVPD) of a structure of composition C3H5O3Y in a non-equilibrium geometry.

```
12
Properties=species:S:1:pos:R:3:lowdin_charge:R:1
H -0.184 1.057 1.684 0.11
C -0.506 0.008 1.730 0.01
C -0.542 -0.640 0.374 -0.38
O 0.845 -0.363 -0.281 0.07
C 0.868 0.203 -1.417 -0.31
O 2.093 0.362 -1.841 0.17
H -1.431 -0.234 2.271 0.12
H -0.625 -1.737 0.336 0.18
H 2.102 0.878 -2.657 0.13
H 0.321 -0.662 2.147 0.13
Y -1.393 1.083 -2.081 2.07
O -1.547 0.045 -0.265 -0.30
```

Properties
Multiplicity: 1
Energy in a.u.: -380.644710
Relative energy (zero: lowest compared OMol25 entry of this formula, charge and spin) in kJ/mol: 99.33
M in g/mol: 177.976
Charge: +2
HOMO in eV: -18.86

No. 7
The following is a DFT calculation (wB97M-V/def2-TZVPD) of a structure of composition C15H17BI2N6OS3V in a non-equilibrium geometry.

```
46
Properties=species:S:1:pos:R:3:nbo_charge:R:1
V 2.468 1.006 -0.333 0.76
S 2.255 -1.052 0.501 0.01
C 1.964 -2.067 -0.892 -0.21
C 1.994 -3.449 -0.730 -0.17
C 1.756 -4.318 -1.790 -0.13
C 1.834 -5.724 -1.587 0.30
N 1.909 -6.861 -1.415 -0.36
C 1.448 -3.778 -3.057 -0.19
C 1.418 -2.401 -3.221 -0.17
C 1.699 -1.524 -2.167 -0.15
S 1.703 0.179 -2.444 -0.15
C 1.172 -4.641 -4.157 0.30
N 0.939 -5.337 -5.044 -0.35
H 2.209 -3.858 0.249 0.23
H 1.182 -1.979 -4.189 0.23
O 1.085 4.666 -1.618 -0.59
C 1.338 3.641 -1.082 0.84
N 1.570 2.621 -0.507 -0.78
B 6.860 0.955 -1.484 -0.60
C 5.385 1.061 -1.015 0.55
N 4.277 1.155 -0.681 -0.63
H 7.581 1.103 -0.525 0.02
H 7.016 1.829 -2.307 0.01
H 6.993 -0.143 -1.980 0.02
I 2.663 1.493 2.271 -0.03
I 2.673 2.668 5.210 -0.79
C -4.321 -1.415 1.892 -0.62
C -4.119 0.020 2.370 -0.21
N -2.704 0.393 2.380 -0.65
C -2.161 1.042 1.283 0.28
S -0.947 0.374 0.381 -0.17
N -2.657 2.270 1.006 -0.61
C -3.443 3.101 1.900 -0.22
C -4.745 3.563 1.249 -0.61
H -5.382 -1.670 1.882 0.20
H -3.806 -2.110 2.558 0.20
H -3.916 -1.538 0.888 0.23
H -4.531 0.139 3.377 0.18
H -4.653 0.700 1.705 0.19
H -2.111 -0.385 2.627 0.40
H -2.178 2.730 0.249 0.41
H -2.854 3.975 2.192 0.20
H -3.647 2.527 2.800 0.21
H -4.541 4.164 0.362 0.20
H -5.326 4.167 1.949 0.20
H -5.349 2.706 0.947 0.20
```

Properties
Multiplicity: 2
Energy in a.u.: -3744.578391
Relative energy (zero: lowest compared OMol25 entry of this formula, charge and spin) in kJ/mol: 0.00
M in g/mol: 709.107
Charge: -2
HOMO (alpha / beta) in eV: -1.81 / -1.64

No. 8
The following is a DFT calculation (wB97M-V/def2-TZVPD) of a cluster of 2 separate species, CHIS2 in total in a non-equilibrium geometry.

```
5
Properties=species:S:1:pos:R:3:nbo_charge:R:1
C 0.076 -0.432 1.236 -0.32
S -0.503 -1.456 0.234 0.31
S 0.196 1.852 -0.943 -0.32
I -0.404 0.363 -2.613 0.13
H 0.634 -0.327 2.085 0.20
```

Properties
Multiplicity: 1
Energy in a.u.: -1132.644290
Relative energy (zero: lowest compared OMol25 entry of this formula, charge and spin) in kJ/mol: 308.09
M in g/mol: 204.057
Charge: 0
HOMO (alpha / beta) in eV: -8.46 / -8.04

charge of number 3 (CH12OSi4)?
0